[1]
DFT (ωB97M-V/def2-TZVPD) results for a 2-piece molecular cluster, C10H15N2O2 overall at a distorted geometry.

```
29
C10H15N2O2 ωB97M-V/def2-TZVPD
C -2.418 -2.425 -2.256
C -1.160 -2.204 -2.655
C -2.854 -1.869 -1.073
C -0.246 -1.605 -1.759
C -1.901 -1.311 -0.160
C -0.567 -1.158 -0.514
C 0.517 1.484 -0.485
C 0.946 2.128 1.681
C 0.479 -0.477 0.323
C 1.908 2.206 2.794
N 1.310 1.973 0.460
N 0.023 -0.147 1.610
O 1.148 1.412 -1.670
O 1.769 -0.812 0.134
H -3.160 -2.843 -2.976
H -0.748 -2.310 -3.696
H -3.946 -1.807 -0.742
H 0.850 -1.708 -2.090
H -2.336 -0.921 0.834
H -0.581 1.626 -0.370
H -0.114 2.387 1.769
H 2.892 1.920 2.384
H 1.537 1.538 3.577
H 1.919 3.111 3.371
H 2.315 1.940 0.311
H 0.567 -0.177 2.390
H -0.837 -0.649 1.829
H 0.821 2.072 -2.364
H 1.866 -1.374 -0.657
```

E   -649.7078 a.u.
Max |F|   0.0739 Eh/bohr
Relative energy (zero: lowest compared OMol25 entry of this formula, charge and spin)   39.7 kcal/mol
Net charge   +1
HOMO-LUMO gap (spin up / spin down)   8.221 / 8.221 eV

Atomic partial charges in e from the Mulliken method, atoms 1 to 4: atom 1 (C): -0.436, atom 2 (C): -0.656, atom 3 (C): -0.563, atom 4 (C): -0.622

[2]
DFT (ωB97M-V/def2-TZVPD) results for C10H15N2Se5SiSn as an isolated structure at a distorted geometry.

```
34
C10H15N2Se5SiSn ωB97M-V/def2-TZVPD
Sn -1.901 -1.681 1.107
Se -2.346 -2.688 3.574
Se -3.141 -4.789 3.283
Se -4.732 -4.416 1.604
Se -3.433 -3.626 -0.058
N -1.768 -1.037 -3.309
C -2.307 -1.408 -2.139
N -1.407 -1.486 -1.182
C -0.180 -1.140 -1.770
C 1.106 -1.066 -1.233
C 2.124 -0.688 -2.082
C 1.884 -0.394 -3.436
C 0.620 -0.474 -3.977
C -0.403 -0.854 -3.114
H -2.270 -0.913 -4.172
H -3.358 -1.623 -2.010
H 1.292 -1.296 -0.193
H 3.136 -0.625 -1.702
H 2.714 -0.104 -4.067
H 0.436 -0.257 -5.022
C 2.157 1.864 0.765
Si 0.957 2.134 2.117
C 1.440 1.586 3.793
C -0.232 3.513 1.943
Se -0.734 0.319 1.701
H 2.955 2.613 0.794
H 1.661 1.922 -0.204
H 2.611 0.875 0.854
H 2.118 2.293 4.280
H 1.928 0.612 3.735
H 0.548 1.470 4.410
H 0.221 4.482 2.175
H -1.078 3.350 2.613
H -0.619 3.537 0.924
```

E   -13010.3875 a.u.
Max |F|   0.0314 Eh/bohr
Relative energy (zero: lowest compared OMol25 entry of this formula, charge and spin)   55.4 kcal/mol
Net charge   +1
HOMO-LUMO gap   5.788 eV

Atomic partial charges in e from the Mulliken method, atoms 1 to 4: atom 1 (Sn): 0.899, atom 2 (Se): -0.134, atom 3 (Se): -0.042, atom 4 (Se): -0.047

[3]
DFT (ωB97M-V/def2-TZVPD) results for an isolated ion of composition C10H15N3PS and charge +1 at a distorted geometry.

```
30
C10H15N3PS ωB97M-V/def2-TZVPD
C 4.317 -1.046 -0.033
C 3.173 -1.695 0.468
C 4.198 0.236 -0.603
C 1.974 -1.099 0.353
C 2.988 0.849 -0.620
C 1.806 0.196 -0.238
C 0.470 0.910 -0.299
C -3.588 -2.143 -0.910
C -1.707 2.497 1.172
C -2.367 -1.436 -0.253
N 0.147 1.942 -0.985
N -1.635 1.067 0.766
N -0.448 0.412 0.604
P -2.992 0.197 0.512
S -4.664 1.229 0.605
H 5.318 -1.487 -0.061
H 3.399 -2.641 0.841
H 5.061 0.758 -0.929
H 1.192 -1.573 0.722
H 2.946 1.926 -1.088
H -4.331 -1.448 -1.181
H -3.249 -2.794 -1.678
H -4.032 -2.757 -0.154
H -2.497 2.916 0.584
H -1.966 2.469 2.244
H -0.734 2.845 0.851
H -1.631 -1.002 -0.990
H -1.731 -1.891 0.566
H 0.599 2.258 -1.772
H -0.015 0.308 1.504
```

E   -1293.5374 a.u.
Max |F|   0.0889 Eh/bohr
Relative energy (zero: lowest compared OMol25 entry of this formula, charge and spin)   35.1 kcal/mol
Net charge   +1
HOMO-LUMO gap   7.033 eV

Atomic partial charges in e from the Mulliken method, atoms 1 to 4: atom 1 (C): -0.202, atom 2 (C): -1.204, atom 3 (C): -0.719, atom 4 (C): -0.115

[4]
DFT (ωB97M-V/def2-TZVPD) results for the molecule C10H15N3S at a distorted geometry.

```
29
C10H15N3S ωB97M-V/def2-TZVPD
C 3.002 -1.044 0.238
C 2.144 1.129 0.526
C 2.018 -1.555 -0.489
C 0.636 -0.298 -0.467
C -2.307 0.810 1.309
C -3.648 0.632 0.855
C -2.530 -0.271 0.331
C -2.529 -0.590 -2.146
C 4.373 0.740 1.220
C -1.789 -0.062 -0.998
N 0.905 0.820 0.160
N 3.136 0.241 0.692
N -0.465 -0.693 -1.041
S 1.752 -2.898 -1.411
H 3.916 -1.726 0.389
H 2.277 2.091 0.836
H -1.744 1.740 1.071
H -2.067 0.612 2.350
H -4.144 0.206 1.645
H -4.009 1.287 0.149
H -2.419 -1.368 0.670
H -2.787 -1.624 -1.964
H -2.131 -0.424 -3.189
H -3.526 -0.038 -2.086
H 5.328 0.511 0.725
H 4.216 1.812 1.087
H 4.331 0.543 2.274
H -1.523 1.000 -1.171
H -0.418 -1.582 -1.566
```

E   -952.2910 a.u.
Max |F|   0.1189 Eh/bohr
Expectation value of S²   2.024
Spin multiplicity   3
Net charge   0
HOMO-LUMO gap (spin up / spin down)   5.868 / 6.235 eV

Atomic partial charges in e from the Mulliken method, atoms 1 to 4: atom 1 (C): 0.204, atom 2 (C): -0.249, atom 3 (C): -0.450, atom 4 (C): 0.325

[5]
DFT (ωB97M-V/def2-TZVPD) results for a 5-piece molecular cluster, C10H15N5 overall at a distorted geometry.

```
30
C10H15N5 ωB97M-V/def2-TZVPD
C -0.328 -0.388 -4.548
C -0.825 0.217 -3.304
N -1.222 0.674 -2.331
H -1.110 -0.415 -5.302
H -0.014 -1.414 -4.349
H 0.521 0.178 -4.921
C 1.465 -1.588 -1.158
C 1.600 -2.380 -2.381
N 1.678 -2.972 -3.365
H 0.986 -0.645 -1.423
H 2.458 -1.392 -0.755
H 0.853 -2.118 -0.432
C -0.799 0.263 1.052
C -1.174 -1.117 1.220
N -1.441 -2.232 1.274
H -0.154 0.395 0.187
H -0.379 0.688 1.959
H -1.659 0.889 0.800
C -2.630 -0.589 5.387
C -2.618 0.489 4.404
N -2.617 1.328 3.620
H -3.512 -1.209 5.235
H -2.677 -0.173 6.395
H -1.743 -1.211 5.312
C 3.015 2.288 -0.527
C 1.661 2.756 -0.248
N 0.601 3.142 -0.029
H 3.234 1.408 0.072
H 3.721 3.073 -0.261
H 3.110 2.056 -1.585
```

E   -663.7738 a.u.
Max |F|   0.0216 Eh/bohr
Relative energy (zero: lowest compared OMol25 entry of this formula, charge and spin)   21.3 kcal/mol
Net charge   0
HOMO-LUMO gap   11.771 eV
SMILES string   CC#N.CC#N.CC#N.CC#N.CC#N

Atomic partial charges in e from the Mulliken method, atoms 1 to 4: atom 1 (C): -0.809, atom 2 (C): 0.393, atom 3 (N): -0.365, atom 4 (H): 0.315

[6]
DFT (ωB97M-V/def2-TZVPD) results for a 5-piece molecular cluster, C10H15N5 overall at a distorted geometry.

```
30
C10H15N5 ωB97M-V/def2-TZVPD
C 4.494 4.207 -0.587
C 3.585 3.078 -0.277
N 2.869 2.240 0.042
H 4.346 4.350 -1.657
H 5.509 3.886 -0.354
H 4.286 5.074 0.039
C -3.104 -0.017 2.508
C -3.399 0.969 3.490
N -3.649 1.834 4.231
H -3.297 -0.966 3.008
H -2.048 0.043 2.246
H -3.755 0.093 1.641
C 1.089 -3.133 2.951
C 0.532 -4.444 2.978
N 0.032 -5.465 2.998
H 0.467 -2.452 3.531
H 1.164 -2.776 1.924
H 2.063 -3.013 3.424
C 0.271 0.449 -1.550
C -0.041 -0.340 -0.340
N -0.310 -0.970 0.604
H -0.710 0.647 -1.983
H 0.878 0.034 -2.354
H 0.576 1.485 -1.399
C -2.479 -0.719 -4.122
C -1.029 -1.089 -4.282
N 0.051 -1.369 -4.520
H -2.928 -0.469 -5.083
H -2.328 0.205 -3.564
H -3.134 -1.372 -3.545
```

E   -663.7468 a.u.
Max |F|   0.0714 Eh/bohr
Relative energy (zero: lowest compared OMol25 entry of this formula, charge and spin)   38.2 kcal/mol
Net charge   0
HOMO-LUMO gap   11.602 eV
SMILES string   CC#N.CC#N.CC#N.CC#N.CC#N

Atomic partial charges in e from the Mulliken method, atoms 1 to 4: atom 1 (C): -0.732, atom 2 (C): 0.292, atom 3 (N): -0.330, atom 4 (H): 0.243